The following is a DFT calculation (ωB97M-V/def2-TZVPD) of a molecular structure, C16H15BF4MoN3O4S6Se2Te2.

Each line ends with the natural charge from an NBO analysis.
Atoms and positions in Å:
Mo -0.409 -0.322 0.168  0.624
Se 0.492 -0.906 2.490  -0.394
Te 2.235 -2.675 2.029  0.036
Te 3.460 -1.119 0.209  0.311
Se 1.371 -1.167 -1.256  -0.150
N -2.191 0.327 1.473  -1.000
H -1.877 0.988 2.178  0.418
H -2.625 -0.470 1.923  0.403
H -2.873 0.828 0.909  0.417
O -1.653 2.996 0.755  -0.663
C -0.533 2.776 0.321  0.806
O 0.021 1.596 0.303  -0.693
C 0.339 3.858 -0.242  -0.173
C -0.170 5.152 -0.313  -0.169
C 0.600 6.166 -0.844  -0.220
C 1.873 5.856 -1.301  0.026
C 2.405 4.582 -1.244  -0.193
C 1.619 3.573 -0.701  -0.085
N 2.686 6.949 -1.871  0.531
O 3.762 6.666 -2.351  -0.359
O 2.235 8.081 -1.813  -0.408
H -1.170 5.341 0.053  0.231
H 0.240 7.181 -0.914  0.240
H 3.403 4.365 -1.601  0.286
H 2.019 2.571 -0.638  0.256
F 4.195 2.398 0.336  -0.573
B 4.751 1.886 -0.848  1.339
F 3.744 1.112 -1.516  -0.587
F 5.823 1.029 -0.550  -0.571
F 5.151 2.933 -1.681  -0.566
S -1.568 -2.524 0.343  -0.105
C -1.776 -3.021 -1.305  0.129
N -2.852 -2.610 -2.006  -0.482
C -3.110 -2.969 -3.280  0.074
C -2.251 -3.801 -3.938  -0.265
C -1.112 -4.251 -3.260  -0.105
C -0.879 -3.871 -1.959  -0.245
H -3.429 -1.901 -1.563  0.458
H -4.003 -2.552 -3.720  0.236
H -2.439 -4.066 -4.967  0.250
H -0.399 -4.883 -3.774  0.236
H 0.003 -4.181 -1.417  0.263
C -4.754 2.104 -3.389  -0.729
S -4.780 0.304 -3.581  0.232
C -3.135 -0.039 -4.079  -0.500
C -2.035 -0.004 -3.286  -0.354
S -2.061 0.511 -1.631  -0.207
S -0.566 -0.558 -4.057  0.512
C -1.254 -1.070 -5.562  -0.581
S -0.417 -1.895 -6.710  -0.085
S -2.917 -0.637 -5.707  0.457
H -5.763 2.392 -3.094  0.226
H -4.503 2.575 -4.336  0.222
H -4.047 2.391 -2.615  0.243

Results
* Kohn-Sham gap (spin up / spin down): 0.2016 / 0.2143 hartree
* net charge: -1
* relative energy (zero: lowest compared OMol25 entry of this formula, charge and spin): 15.4 kcal/mol
* ⟨S²⟩: 2.075
* 2S+1: 3
* highest occupied orbital energy (spin up / spin down): -5.1 / -5.2 eV



The following is a DFT calculation (ωB97M-V/def2-TZVPD) of a molecular structure, C10H20CoN4OSSbSe4.

Each line ends with the natural charge from an NBO analysis.
Atoms and positions in Å:
Co -0.500 0.373 0.722  1.193
Se -0.543 2.863 4.408  -0.589
Sb -1.856 1.679 2.899  0.995
Se -0.511 -0.700 2.832  -0.378
Se -1.524 2.502 0.566  -0.738
Se -3.978 0.689 3.130  -0.614
O -1.291 -0.894 -0.582  -1.067
S -2.623 -0.923 -1.365  1.230
C -3.222 -2.593 -1.056  -0.590
C -4.208 -2.515 0.107  -0.416
C -4.986 -1.224 -0.137  -0.412
C -3.920 -0.159 -0.374  -0.633
H -2.318 -3.178 -0.895  0.258
H -3.710 -2.942 -1.968  0.232
H -3.678 -2.454 1.059  0.231
H -4.845 -3.398 0.133  0.230
H -5.596 -0.927 0.716  0.251
H -5.648 -1.336 -0.999  0.206
H -3.452 0.110 0.576  0.284
H -4.232 0.762 -0.860  0.258
C 2.155 1.662 0.763  -0.089
N 1.446 0.516 0.102  -0.587
C 1.470 0.761 -1.377  -0.089
N 2.824 0.893 -1.877  -0.457
C 3.476 2.003 -1.171  -0.079
N 3.516 1.786 0.276  -0.455
C 4.231 0.536 0.536  -0.080
N 3.596 -0.611 -0.127  -0.457
C 2.237 -0.724 0.367  -0.082
C 3.553 -0.340 -1.567  -0.079
H 2.146 1.481 1.840  0.220
H 1.577 2.563 0.563  0.230
H 0.901 1.676 -1.557  0.215
H 0.966 -0.079 -1.857  0.212
H 2.932 2.926 -1.379  0.206
H 4.496 2.103 -1.544  0.203
H 4.257 0.355 1.612  0.206
H 5.253 0.628 0.168  0.203
H 2.241 -0.889 1.445  0.215
H 1.723 -1.557 -0.118  0.208
H 3.071 -1.177 -2.074  0.200
H 4.575 -0.247 -1.936  0.204

Results
* Kohn-Sham gap (spin up / spin down): 0.2745 / 0.1929 hartree
* net charge: 0
* relative energy (zero: lowest compared OMol25 entry of this formula, charge and spin): 0.0 kcal/mol
* ⟨S²⟩: 6.022
* 2S+1: 5
* highest occupied orbital energy (spin up / spin down): -7.8 / -7.7 eV



The following is a DFT calculation (ωB97M-V/def2-TZVPD) of 3 unconnected molecules or ions with the total composition C14H24ClF2NO8S in a non-equilibrium geometry.

Each line ends with the natural charge from an NBO analysis.
Atoms and positions in Å:
C -0.846 -0.022 -0.545  -0.639
C -2.218 0.534 -0.091  -0.455
C -2.223 1.893 0.651  -0.030
Cl -0.917 2.054 1.902  -0.054
N -2.289 3.091 -0.192  -0.654
C -1.416 3.100 -1.374  -0.286
C 0.087 3.233 -1.015  0.203
C 0.373 4.458 -0.116  -0.656
F 0.692 3.506 -2.239  -0.372
S -3.854 3.566 -0.514  2.457
O -4.603 3.745 0.728  -0.888
O -3.878 4.763 -1.349  -0.875
F -4.593 2.359 -1.295  -0.476
H -0.927 -1.121 -0.562  0.229
H -0.002 0.208 0.114  0.231
H -0.577 0.256 -1.574  0.204
H -2.838 0.661 -0.992  0.227
H -2.725 -0.238 0.499  0.244
H -3.141 1.901 1.254  0.254
H -1.599 2.285 -2.089  0.207
H -1.641 4.022 -1.931  0.255
H 0.519 2.308 -0.629  0.185
H 1.269 4.214 0.469  0.223
H -0.445 4.667 0.579  0.232
H 0.559 5.311 -0.778  0.231
C 3.835 -2.760 -3.712  -0.627
C 2.876 -1.987 -2.839  0.062
C 3.223 -0.531 -2.673  -0.096
O 2.678 -0.229 -1.382  -0.494
C 2.661 -1.392 -0.679  0.973
O 2.448 -1.472 0.486  -0.584
O 2.923 -2.450 -1.482  -0.487
H 4.829 -2.790 -3.263  0.222
H 3.504 -3.793 -3.818  0.231
H 3.905 -2.315 -4.705  0.223
H 1.851 -2.111 -3.203  0.185
H 2.769 0.099 -3.436  0.208
H 4.300 -0.345 -2.650  0.187
C 1.096 -3.253 4.226  -0.626
C 0.082 -2.765 3.219  0.056
C -1.212 -2.292 3.825  -0.095
O -2.151 -2.552 2.775  -0.498
C -1.654 -3.577 2.036  0.968
O -2.266 -4.162 1.205  -0.575
O -0.367 -3.837 2.374  -0.489
H 0.729 -4.138 4.748  0.218
H 2.019 -3.542 3.722  0.233
H 1.328 -2.477 4.956  0.220
H 0.526 -1.995 2.581  0.201
H -1.190 -1.231 4.069  0.206
H -1.509 -2.858 4.711  0.183

Results
* Kohn-Sham gap: 0.4170 hartree
* net charge: 0
* highest occupied orbital energy: -11.0 eV



The following is a DFT calculation (ωB97M-V/def2-TZVPD) of a gas-phase ion, C6H10N (charge +1) in a non-equilibrium geometry.

Each line ends with the natural charge from an NBO analysis.
Atoms and positions in Å:
C -1.315 0.496 -0.977  -0.412
C 2.826 -0.119 -0.467  0.430
C 0.795 0.804 0.655  -0.298
C -1.889 0.522 0.364  -0.370
C -0.478 0.013 0.200  -0.058
C -0.202 -1.472 0.130  -0.625
N 2.022 0.422 0.182  -0.159
H -1.247 -0.201 -1.827  0.251
H -0.924 1.492 -1.286  0.206
H -2.661 -0.101 0.791  0.256
H 3.800 -0.594 -0.807  0.330
H 0.539 1.819 0.194  0.280
H 0.976 1.039 1.716  0.273
H -1.778 1.518 0.835  0.228
H -1.172 -2.115 -0.183  0.253
H 0.214 -1.685 1.083  0.212
H 0.494 -1.839 -0.603  0.202

Results
* Kohn-Sham gap: 0.3157 hartree
* net charge: +1
* relative energy (zero: lowest compared OMol25 entry of this formula, charge and spin): 67.3 kcal/mol
* highest occupied orbital energy: -13.8 eV



The following is a DFT calculation (ωB97M-V/def2-TZVPD) of 2 unconnected molecules or ions with the total composition C4H12N2O in a non-equilibrium geometry.

Each line ends with the natural charge from an NBO analysis.
Atoms and positions in Å:
C -2.137 0.648 0.452  -0.616
C -1.598 0.578 -0.972  -0.417
C -0.265 1.281 -1.110  -0.445
N 0.804 0.701 -0.332  -0.728
C 1.221 -0.605 -0.426  0.134
N 2.465 -0.955 -0.763  -0.827
H -1.508 0.212 1.226  0.237
H -2.407 1.661 0.745  0.187
H -3.080 0.080 0.560  0.177
H -2.332 1.088 -1.605  0.181
H -1.522 -0.461 -1.270  0.196
H 0.009 1.377 -2.161  0.148
H -0.378 2.296 -0.700  0.145
H 1.451 1.402 0.050  0.250
H 0.670 -1.461 -0.029  0.121
H 2.864 -0.173 -1.277  0.299
H -0.477 -2.015 3.085  0.443
H 0.667 -1.816 2.095  0.473
O -0.163 -1.420 2.388  -0.959

Results
* Kohn-Sham gap (spin up / spin down): 0.0885 / 0.2778 hartree
* net charge: -1
* relative energy (zero: lowest compared OMol25 entry of this formula, charge and spin): 28.5 kcal/mol
* ⟨S²⟩: 0.753
* 2S+1: 2
* highest occupied orbital energy (spin up / spin down): 1.2 / -4.1 eV



The following is a DFT calculation (ωB97M-V/def2-TZVPD) of a molecular structure, C3H9F6KN3O16PS6 in a non-equilibrium geometry.

Each line ends with the natural charge from an NBO analysis.
Atoms and positions in Å:
K 0.011 0.374 -1.432  0.962
N -2.520 3.766 1.445  -1.038
S -1.369 2.883 1.698  2.418
O -0.611 2.964 2.937  -0.899
O -0.826 2.287 0.485  -0.962
F -2.254 1.625 2.126  -0.563
S -1.539 5.141 1.720  2.333
O -0.418 5.398 0.839  -0.858
O -1.503 5.725 3.077  -0.914
F -2.661 6.025 1.118  -0.508
N 0.550 2.454 -3.278  -1.084
S -0.601 2.709 -4.558  2.348
O -0.159 3.281 -5.794  -0.891
O -1.986 2.930 -4.154  -0.885
F -0.492 1.123 -4.926  -0.528
S 0.434 3.927 -2.778  2.373
O -0.601 4.095 -1.763  -0.883
O 0.819 5.027 -3.648  -0.905
F 1.800 3.899 -1.840  -0.533
N 2.469 -0.829 -2.087  -1.096
S 2.491 -2.478 -2.556  2.318
O 2.236 -3.550 -1.567  -0.865
O 3.208 -2.811 -3.805  -0.866
F 0.983 -2.477 -3.186  -0.529
S 3.687 -0.816 -1.207  2.386
O 4.950 -0.777 -1.937  -0.906
O 3.708 -1.440 0.162  -0.905
F 3.512 0.779 -0.708  -0.526
C -2.757 -1.540 2.862  -0.258
O -2.351 -2.444 1.863  -0.810
P -0.805 -2.491 1.435  2.563
O -0.313 -1.221 0.861  -1.092
O -0.020 -2.865 2.820  -0.821
C 1.355 -2.881 2.831  -0.259
O -0.626 -3.873 0.521  -0.774
C -0.956 -5.102 1.012  -0.248
H -3.446 -0.804 2.450  0.207
H -1.913 -0.946 3.213  0.210
H -3.198 -1.984 3.755  0.174
H 1.653 -3.676 2.148  0.175
H 1.822 -3.045 3.802  0.185
H 1.667 -1.941 2.376  0.219
H -0.145 -5.787 1.258  0.182
H -1.736 -5.659 0.494  0.179
H -1.550 -4.977 1.918  0.174

Results
* Kohn-Sham gap: 0.3169 hartree
* net charge: -2
* relative energy (zero: lowest compared OMol25 entry of this formula, charge and spin): 124.7 kcal/mol
* highest occupied orbital energy: -4.9 eV



The following is a DFT calculation (ωB97M-V/def2-TZVPD) of 9 unconnected molecules or ions with the total composition C10H36NO10 in a non-equilibrium geometry.

Each line ends with the natural charge from an NBO analysis.
Atoms and positions in Å:
C -0.483 -1.274 0.134  -0.675
C 0.467 -2.106 -0.802  -0.442
O 1.834 -1.422 -0.853  -0.491
N 2.604 -2.040 -1.849  0.323
O 1.994 -1.927 -2.878  -0.314
H -0.826 -1.970 0.939  0.173
H -1.388 -0.889 -0.371  0.186
H 0.045 -0.424 0.620  0.193
H 0.679 -3.087 -0.257  0.078
C -1.288 2.835 1.691  -0.236
O -1.231 1.417 1.675  -0.705
H -0.810 3.214 0.789  0.179
H -2.333 3.164 1.712  0.152
H -0.761 3.220 2.566  0.149
H -1.657 1.105 2.477  0.460
C -3.583 4.755 4.398  -0.248
O -3.533 3.334 4.394  -0.717
H -3.102 5.118 3.492  0.190
H -4.622 5.097 4.415  0.159
H -3.051 5.150 5.269  0.156
H -3.959 3.029 5.198  0.461
C 4.733 -3.544 0.775  -0.242
O 3.479 -4.179 0.597  -0.741
H 5.377 -4.207 1.354  0.158
H 5.198 -3.349 -0.196  0.160
H 4.605 -2.602 1.317  0.163
H 2.927 -3.574 0.082  0.492
C -3.410 -2.622 -1.603  -0.261
O -3.666 -1.915 -0.388  -0.723
H -2.334 -2.619 -1.783  0.227
H -3.758 -3.649 -1.518  0.162
H -3.918 -2.126 -2.437  0.135
H -4.614 -1.925 -0.242  0.443
C 3.934 -2.216 -5.547  -0.243
O 4.157 -3.621 -5.566  -0.741
H 4.502 -1.762 -6.360  0.158
H 2.873 -2.004 -5.687  0.174
H 4.270 -1.798 -4.596  0.176
H 3.646 -3.993 -4.841  0.473
C 0.771 5.125 4.060  -0.259
O 0.564 5.353 2.666  -0.730
H 0.555 4.080 4.273  0.197
H 1.810 5.339 4.326  0.172
H 0.101 5.758 4.648  0.161
H 0.758 6.278 2.497  0.467
C -4.572 -5.987 -3.704  -0.246
O -3.981 -4.701 -3.578  -0.711
H -4.397 -6.537 -2.782  0.185
H -5.651 -5.893 -3.868  0.152
H -4.120 -6.531 -4.538  0.159
H -4.144 -4.229 -4.398  0.461
C 3.365 4.576 0.374  -0.245
O 3.368 4.402 1.785  -0.741
H 4.383 4.453 0.010  0.177
H 2.724 3.827 -0.096  0.179
H 3.011 5.580 0.118  0.145
H 2.462 4.514 2.087  0.477

Results
* Kohn-Sham gap: 0.1137 hartree
* net charge: -1
* relative energy (zero: lowest compared OMol25 entry of this formula, charge and spin): 241.0 kcal/mol
* highest occupied orbital energy: -1.1 eV



The following is a DFT calculation (ωB97M-V/def2-TZVPD) of a molecular structure, C19H24Cl12N4O8 in a non-equilibrium geometry.

Each line ends with the natural charge from an NBO analysis.
Atoms and positions in Å:
C -0.674 -2.835 -4.417  -0.234
Cl -0.392 -1.058 -4.533  0.032
Cl -0.186 -3.505 -2.938  0.078
Cl -2.367 -3.046 -4.648  0.095
Cl 0.327 -3.789 -5.575  0.038
C -4.031 -2.639 -0.200  -0.222
Cl -5.417 -1.659 -0.411  0.109
Cl -2.481 -2.021 -0.900  0.013
Cl -3.653 -2.778 1.490  0.074
Cl -4.387 -4.295 -0.843  0.025
C 4.830 3.036 -0.741  -0.222
Cl 4.765 2.203 -2.327  0.042
Cl 4.906 1.842 0.477  0.084
Cl 6.328 3.895 -0.505  0.055
Cl 3.527 4.281 -0.561  0.045
C -1.817 3.816 0.509  -0.487
N -1.215 4.396 1.748  0.526
O -1.290 3.820 2.801  -0.356
O -0.832 5.565 1.663  -0.396
H -1.009 4.135 -0.150  0.247
H -2.812 4.154 0.220  0.244
H -1.863 2.728 0.570  0.220
C 0.422 -0.096 -1.265  -0.489
N 1.133 1.157 -0.879  0.540
O 0.442 2.143 -0.718  -0.400
O 2.352 1.151 -0.862  -0.379
H -0.611 0.028 -0.943  0.227
H 0.837 -0.954 -0.735  0.251
H 0.524 -0.104 -2.350  0.241
C 1.185 -5.242 0.383  -0.479
N 0.479 -4.087 1.093  0.539
O 0.808 -2.920 0.799  -0.445
O -0.392 -4.301 1.891  -0.337
H 0.670 -5.217 -0.577  0.234
H 1.140 -6.113 1.037  0.242
H 2.229 -4.932 0.339  0.254
C 3.830 -1.463 1.126  -0.491
N 4.691 -2.596 1.687  0.522
O 5.732 -2.224 2.273  -0.367
O 4.240 -3.754 1.657  -0.396
H 4.161 -1.155 0.134  0.239
H 3.923 -0.645 1.841  0.243
H 2.803 -1.815 1.021  0.245
C 0.963 0.772 2.556  -0.219
C 1.865 1.426 3.409  -0.200
C 2.288 0.801 4.620  -0.226
C 1.815 -0.501 4.960  -0.209
C 1.042 -1.173 3.956  -0.216
C 0.672 -0.551 2.798  -0.234
H 0.522 1.271 1.706  0.203
H 2.235 2.420 3.205  0.216
H 2.996 1.468 5.090  0.220
H 2.172 -1.001 5.849  0.218
H 0.854 -2.225 4.109  0.214
H 0.018 -1.120 2.153  0.225
C -4.405 1.825 -1.374  -0.219
C -3.148 1.538 -1.783  -0.223
C -2.723 1.901 -3.005  -0.212
C -3.595 2.364 -3.979  -0.203
C -4.933 2.496 -3.699  -0.218
C -5.312 2.273 -2.392  -0.200
H -4.843 1.766 -0.389  0.219
H -2.504 1.300 -0.950  0.202
H -1.683 1.652 -3.161  0.209
H -3.202 2.707 -4.925  0.216
H -5.683 2.840 -4.396  0.221
H -6.266 2.642 -2.043  0.206

Results
* Kohn-Sham gap: 0.3258 hartree
* net charge: 0
* relative energy (zero: lowest compared OMol25 entry of this formula, charge and spin): 40.7 kcal/mol
* highest occupied orbital energy: -9.2 eV